Entry 1:
DFT (the ωB97M-V functional and the def2-TZVPD basis) results for a molecular structure, C15H14AsF6IrN3S.

Output
⟨S²⟩ = 0.777
Net charge = +2
Molar mass = 649.5 g mol⁻¹
HOMO (spin up / spin down) = -15.137 / -15.123 eV
E_tot = -4081.33099 Ha
LUMO energy (spin up / spin down) = -7.55 / -9.71 eV
Spin multiplicity = 2

```
41
Properties=species:S:1:pos:R:3:forces:R:3
C 2.527542 -0.169256 3.800585 0.0159 -0.0262 -0.0170
H 3.325182 -0.679498 4.326076 0.0021 -0.0004 -0.0029
F 1.222378 2.759979 -0.741126 0.3351 0.4046 0.0370
N -1.597421 -0.129112 -0.731743 -0.0510 0.0680 0.1652
H 1.658856 -2.068471 -1.985336 0.0205 0.0004 0.0040
C 1.338107 0.239385 1.728192 0.1557 -0.1661 -0.0846
H 2.549988 -0.587524 -2.309926 -0.0027 0.0119 0.0024
H -4.913279 -3.060706 -2.415777 0.0015 0.0016 0.0000
C 1.903541 -0.802746 -0.298868 -0.0334 0.0309 0.0154
C 2.358338 -0.423418 2.414488 -0.0101 0.0118 -0.0003
H -3.244851 -2.591229 0.829160 0.0006 -0.0002 -0.0002
F 1.962328 3.549330 -3.015069 -0.0337 0.0510 0.0491
C -2.007903 -0.983741 0.232219 0.0228 -0.0592 -0.0456
F 0.596732 5.039508 -1.510517 -0.1044 -0.0048 0.0574
C 0.676850 1.355327 3.799398 0.0126 0.0051 0.0605
H 3.552135 -2.168832 -0.233845 0.0002 -0.0006 0.0007
C -2.952851 -1.941788 0.015558 -0.0055 0.0086 -0.0055
C 2.942989 -1.496126 0.353843 -0.0350 -0.0160 -0.0393
C -3.548798 -2.068525 -1.260982 0.0108 0.0039 0.0005
H -4.808157 -3.611150 -0.792600 0.0027 0.0008 0.0015
C 3.176626 -1.312664 1.683197 0.0290 -0.0252 0.0333
H 1.847469 0.886457 5.531659 0.0047 0.0002 0.0002
C -3.107214 -1.170515 -2.258865 -0.0136 0.0019 0.0059
C 1.699854 -1.001635 -1.763291 0.0023 -0.0198 -0.0032
C 0.491527 1.133237 2.429420 -0.1399 0.0597 0.0481
F -0.476595 4.049056 -3.579719 -0.0084 -0.0892 -0.0185
H -3.520529 -1.201286 -3.257382 -0.0002 0.0001 0.0001
Ir -0.185742 1.290162 -0.501937 -0.1631 0.5006 0.3417
C -2.161735 -0.236810 -1.959220 -0.0384 0.0719 0.0182
As 0.455036 3.563009 -2.282285 0.2200 -0.0142 -0.1804
H -1.831315 0.473652 -2.707993 -0.0031 -0.0196 -0.0023
H 0.792522 -0.541400 -2.145432 -0.0082 -0.0152 0.0020
N -4.480311 -2.986884 -1.510285 -0.0099 -0.0058 -0.0031
C 1.701971 0.704753 4.476274 -0.0464 0.0318 0.0000
H 3.979858 -1.839737 2.182948 0.0032 0.0045 -0.0022
N 1.128270 0.043786 0.384039 -0.1047 -0.1079 -0.2983
H 0.022246 2.041530 4.322509 -0.0023 0.0004 -0.0064
F -1.047811 3.136970 -1.316791 -0.1113 -0.3671 -0.0290
F 0.274506 1.794029 -2.697419 0.0656 -0.1782 0.0586
S -0.750886 1.889594 1.561309 0.0173 -0.1474 -0.1600
H -1.549451 -0.876710 1.205536 0.0028 -0.0064 -0.0028
```
Positions in Å, forces in eV/Å.

Entry 2:
DFT (the ωB97M-V functional and the def2-TZVPD basis) results for a molecular structure, C10H13HgNPS at a distorted geometry.

Output
Net charge = -1
Molar mass = 410.9 g mol⁻¹
HOMO (spin up / spin down) = -0.571 / 0.203 eV
E_tot = -1336.32590 Ha
LUMO energy (spin up / spin down) = 3.15 / 2.95 eV
Spin multiplicity = 1

```
27
Properties=species:S:1:pos:R:3:forces:R:3
C 1.872935 -0.125908 -2.803186 2.7001 -2.1425 -0.9501
C -2.130102 0.875511 0.791752 0.2856 -0.3223 -0.4039
C -2.866661 0.947100 3.475757 -0.2727 -0.3835 -0.1609
H 4.698913 -1.248821 -1.231438 -0.6511 0.4313 -0.1818
S 0.600322 0.827683 1.629925 -0.6814 0.7632 0.1825
Hg 1.708941 -0.384479 -0.543999 -2.5739 -0.8839 5.1540
H 1.872175 1.989519 -2.240486 0.0382 0.5463 0.0318
H -3.024459 1.009537 4.552365 -0.2076 -0.0401 -0.3854
C -3.836766 0.758255 2.511794 0.2491 0.2458 1.5945
C 3.572456 0.682513 -1.528553 0.7206 1.1913 -0.5124
C -1.113021 0.901718 1.769901 0.5633 0.6566 0.3317
H -4.855000 0.617880 2.826508 -0.2687 0.0841 0.0339
C 2.849823 -1.199039 -2.489453 -0.4881 0.5059 -1.6020
P -0.187875 -2.261419 -0.815159 0.2470 0.7453 0.1350
C 2.363319 1.044158 -2.213222 1.5249 -0.0038 -0.5095
H 3.073425 -2.065583 -3.084448 -0.7772 -0.6689 0.1981
H -0.825710 1.206210 3.799613 -0.6292 -0.2340 -0.8762
C -3.481739 0.771226 1.174076 0.8518 0.1728 -1.3522
H 4.342639 1.365779 -1.268437 0.1283 0.6235 0.9308
C 3.793571 -0.718176 -1.564183 1.2775 0.6595 -2.1615
N -1.555277 1.064219 3.084789 0.4184 -0.1933 0.7476
H -0.624727 -2.722891 0.473964 -0.4191 -0.1576 -0.9323
H -1.807653 0.915782 -0.265771 -0.3465 -0.1032 0.7739
H -1.195766 -1.340866 -1.332428 0.1694 -1.2388 0.3876
H -0.009942 -3.338929 -1.742408 -0.9468 -0.3119 0.2256
H 1.003145 -0.296650 -3.370229 -0.8296 0.1191 -0.6807
H -4.236969 0.725672 0.402956 -0.0823 -0.0606 -0.0183
```
Positions in Å, forces in eV/Å.